(1)
Below is the molecule CH6N4S, with properties calculated with wB97M-V/def2-TZVPD.

Properties
- HOMO (eV) = -8.529
- spin multiplicity = 1

Last column: Löwdin charge in e.
Cartesian coordinates (Å):
1 C -0.302 -0.137 0.095  -0.6733
2 H 1.871 1.676 0.064  0.0832
3 H 2.189 0.166 -0.584  0.0826
4 H 0.037 0.892 -1.533  0.1578
5 H 1.181 -0.403 1.377  0.1146
6 H -2.147 0.500 -0.298  0.0919
7 H -1.441 -1.633 1.504  -0.0397
8 N 1.770 1.088 -0.767  0.0449
9 N 0.404 0.774 -0.543  -0.1147
10 N 0.248 -0.898 0.970  0.0163
11 N -1.580 -0.347 -0.511  -0.4207
12 S -2.229 -1.678 0.226  0.6571

***

(2)
Below is a cluster of 2 separate species, CH6N4S in total, with properties calculated with wB97M-V/def2-TZVPD.

Properties
- HOMO (eV) = -8.566
- spin multiplicity = 1

Last column: Löwdin charge in e.
Cartesian coordinates (Å):
1 C -0.245 0.626 0.029  -0.6568
2 H -2.231 -1.461 1.139  0.2110
3 H -0.101 -2.090 0.363  0.0856
4 H -1.708 -0.164 -1.421  0.2181
5 H 0.321 2.280 0.098  0.0513
6 H 1.216 0.987 1.414  0.0984
7 H 2.432 0.246 -1.371  -0.0924
8 N -1.099 -1.613 0.117  -0.1360
9 N -0.982 -0.454 -0.564  -0.2045
10 N -0.559 1.831 -0.241  0.1166
11 N 0.927 0.349 0.674  -0.4160
12 S 2.028 -0.537 -0.238  0.7247

***

Quick one: most stable of them? (1)